Entry 1:
One molecule with the formula C10H6FNO. Source: OMol25; level of theory: ωB97M-V/def2-TZVPD.

Geometry (Å):
C  -2.1135  1.3735  0.8254
C  2.0269  -1.2048  0.8093
C  2.4367  0.0914  0.5080
C  0.6865  -1.7012  0.7718
C  1.5713  0.9325  -0.1329
C  -0.1857  -0.7877  0.1217
C  0.3290  0.3873  -0.5274
C  -1.6475  -0.9207  -0.0105
C  -0.3140  0.9392  -1.6010
C  -2.4413  0.3375  -0.0216
N  -1.8379  2.1288  1.6645
O  -2.1270  -2.0261  -0.2088
F  -3.6633  0.3246  -0.5528
H  2.9012  -1.8191  1.1513
H  3.4875  0.3378  0.5623
H  0.3449  -2.7451  1.1345
H  1.5811  1.9869  -0.2384
H  0.2273  1.6436  -2.1584
H  -1.2622  0.7216  -2.0971

- HOMO level (spin up / spin down): -9.4 / -8.0 eV
- Charge: 0
- DFT total energy: -16717.6413 eV
- HOMO-LUMO gap (spin up / spin down): 7.85 / 5.98 eV


Entry 2:
C52H48CdCl3N7O6Te as an isolated structure. Source: OMol25; level of theory: ωB97M-V/def2-TZVPD.

Geometry (Å):
Cd  -0.1592  0.4263  0.2716
C  6.5551  -2.9836  1.0082
C  5.0883  -2.6778  0.8464
C  4.1407  -3.6867  0.7835
C  2.7813  -3.4524  0.5761
C  1.8167  -4.5760  0.5519
O  0.7987  -4.5751  -0.1176
C  2.1116  -5.7863  1.4008
C  2.7985  -5.7348  2.6120
C  3.0111  -6.8921  3.3464
C  2.5299  -8.1100  2.8894
C  1.8275  -8.1680  1.6936
C  1.6170  -7.0125  0.9606
C  2.3124  -2.1198  0.3235
O  1.1142  -1.8523  0.0091
C  3.3092  -1.0791  0.4933
C  4.6363  -1.3652  0.7436
C  2.7152  0.2619  0.4766
N  1.9771  0.6816  -0.4989
C  2.1056  0.1521  -1.8647
C  3.5028  0.3381  -2.4536
Te  3.5773  -0.4140  -4.4760
C  3.7242  -2.4702  -3.9419
C  4.9641  -3.0129  -3.6261
C  5.0828  -4.3720  -3.3796
C  3.9649  -5.1916  -3.4434
C  2.7222  -4.6477  -3.7277
C  2.6015  -3.2879  -3.9762
C  2.7325  1.0687  1.7257
C  2.1917  2.3611  1.7272
C  2.1279  3.0913  2.9008
C  2.6249  2.5577  4.0829
C  3.2042  1.2976  4.0825
C  3.2600  0.5566  2.9122
H  6.7077  -4.0391  1.2333
H  6.9947  -2.3908  1.8122
H  7.1023  -2.7554  0.0894
H  4.4754  -4.7137  0.8638
H  3.1594  -4.7885  2.9915
H  3.5478  -6.8420  4.2854
H  2.6910  -9.0095  3.4697
H  1.4344  -9.1125  1.3395
H  1.0659  -7.0389  0.0292
H  5.3434  -0.5445  0.8316
H  1.4108  0.7502  -2.4518
H  1.8097  -0.8968  -1.9332
H  4.2658  -0.1777  -1.8785
H  3.7588  1.3964  -2.5085
H  5.8398  -2.3762  -3.5899
H  6.0547  -4.7934  -3.1530
H  4.0624  -6.2552  -3.2605
H  1.8435  -5.2778  -3.7547
H  1.6325  -2.8639  -4.2107
H  1.8330  2.7818  0.7943
H  1.6828  4.0774  2.8934
H  2.5578  3.1240  5.0032
H  3.5968  0.8836  5.0027
H  3.6921  -0.4357  2.9199
O  -0.7714  -1.7434  1.5725
N  -1.6100  -2.5174  1.1783
N  0.4537  -0.8329  5.7576
C  -0.1619  0.0145  4.8802
C  0.1031  -0.0480  3.5022
N  -0.4901  0.7712  2.6506
C  -1.3547  1.6650  3.1463
C  -1.5699  1.7483  4.5082
N  -0.9856  0.9304  5.3796
H  0.8611  -1.6798  5.4031
H  0.0824  -0.8532  6.6915
H  0.7874  -0.7839  3.1046
H  -1.8455  2.3081  2.4384
H  -2.2374  2.4943  4.9219
Cl  0.2696  5.4317  0.5120
C  -1.4704  5.0450  0.4399
Cl  -2.3115  6.3265  -0.4360
Cl  -2.1105  4.9771  2.0856
C  -1.5554  3.6591  -0.3468
O  -1.6586  3.7838  -1.5667
O  -1.4578  2.6241  0.3510
C  -4.4491  -4.2933  -2.5814
C  -3.2474  -4.7249  -1.9864
C  -2.6642  -3.9945  -0.9865
C  -3.2789  -2.8051  -0.5385
C  -2.6743  -1.9848  0.4569
C  -3.2503  -0.7857  0.8304
C  -4.4816  -0.3980  0.2876
C  -5.0931  -1.1746  -0.6605
C  -4.4953  -2.3732  -1.1198
C  -5.0679  -3.1529  -2.1502
H  -4.8871  -4.8773  -3.3807
H  -2.7854  -5.6406  -2.3326
H  -1.7307  -4.3037  -0.5287
H  -2.7825  -0.1984  1.6120
H  -4.9504  0.5151  0.6304
H  -6.0550  -0.8831  -1.0648
H  -5.9951  -2.8281  -2.6067
N  -2.3835  -0.4470  -5.5543
C  -2.0423  -0.3675  -4.2389
C  -1.2372  -1.3399  -3.6288
C  -0.8955  -1.2026  -2.3061
N  -1.2960  -0.1667  -1.5526
C  -2.1194  0.7322  -2.1117
C  -2.5192  0.6680  -3.4240
H  -1.8664  -1.0673  -6.1505
H  -2.8095  0.3520  -5.9876
H  -0.8759  -2.1849  -4.2010
H  -0.2757  -1.9422  -1.8076
H  -2.4523  1.5414  -1.4782
H  -3.1702  1.4321  -3.8283
C  1.4195  3.6913  -4.0834
C  1.6067  3.6590  -2.5719
O  0.6722  2.8023  -1.9459
H  2.2173  4.2563  -4.5684
H  0.4638  4.1600  -4.3243
H  1.4202  2.6706  -4.4711
H  1.5376  4.6736  -2.1619
H  2.5944  3.2650  -2.3185
H  -0.2207  3.1795  -2.0466

- HOMO level: -7.2 eV
- Charge: 0
- DFT total energy: -126843.3191 eV
- HOMO-LUMO gap: 6.28 eV


Sequential relative energy (zero: lowest compared OMol25 entry of this formula, charge and spin) output: 341.7, 78.8 kJ/mol